Below is a cluster of 2 separate species, C5H6Cl3F3O2 in total at a distorted geometry, with properties calculated with wB97M-V/def2-TZVPD.

```
! RIJCOSX wB97M-V def2-TZVPD def2/J DEFGRID3
* xyz 0 1
C 3.54992 -6.99745 -6.14215
C 3.16414 -8.32646 -6.77578
O 3.72592 -8.34710 -8.09532
C 4.15116 -9.55558 -8.53842
O 4.29248 -10.58473 -7.88805
C 4.43390 -9.51245 -10.09348
F 4.43123 -10.79150 -10.43969
F 3.38216 -8.98022 -10.74060
F 5.48584 -8.89506 -10.43930
H 3.17125 -6.09811 -6.57358
H 4.60375 -7.07834 -5.97484
H 3.12565 -6.87981 -5.11210
H 2.02911 -8.53270 -6.84359
H 3.61759 -9.20306 -6.20241
Cl 4.90717 -9.92204 -2.92334
C 4.04191 -11.38666 -3.41910
Cl 4.37737 -11.77709 -5.12514
Cl 2.37796 -11.22613 -3.18992
H 4.45749 -12.28781 -2.86164
*
```

* DFT total energy: -2024.76087 hartree
* E_HOMO: -11.08 eV

---

Below is a cluster of 9 separate species, C5H31N2O9 in total at a distorted geometry, with properties calculated with wB97M-V/def2-TZVPD.

```
! RIJCOSX wB97M-V def2-TZVPD def2/J DEFGRID3
* xyz 1 1
N -0.78758 1.29051 0.04406
C 0.05685 2.48340 0.30832
C 1.22978 2.58395 -0.65011
C 2.49589 1.79710 -0.27534
O 0.76834 2.03215 -1.90024
C 0.46127 2.38495 1.78792
N -0.71016 2.58380 2.62703
C -0.73561 1.63835 3.75734
H -1.34986 1.39338 -0.80412
H -1.41201 1.17824 0.84363
H -0.32690 0.36962 0.05414
H -0.59679 3.29576 0.07782
H 1.60959 3.59114 -0.82724
H 3.23332 1.98682 -1.04378
H 2.28613 0.74832 -0.05292
H 2.87124 2.12126 0.69789
H 1.29874 2.43171 -2.59540
H 1.25546 3.09869 1.96634
H 0.74067 1.34853 1.94503
H -0.96082 3.50276 2.95723
H -1.67179 1.73958 4.30452
H -0.87410 0.64302 3.31888
H 0.13049 1.62471 4.41279
H 2.57929 -3.69654 2.27156
H 1.58439 -4.06088 1.23718
O 1.91098 -3.28197 1.70847
H -1.25393 -3.33030 -2.28332
H -1.47567 -4.73366 -1.66193
O -0.83575 -4.03937 -1.82014
H -2.96281 1.46312 -3.47175
H -2.55502 2.48207 -2.35982
O -2.34131 1.64261 -2.76889
H -2.69771 -2.65276 1.02529
H -1.98161 -3.40894 -0.07789
O -2.19916 -2.51216 0.21200
H -2.40967 -1.27248 -2.64612
H -1.28608 -1.80112 -3.65225
O -2.03129 -2.02696 -3.09228
H 1.06710 -1.06787 -1.70215
H -0.30289 -1.20648 -1.03324
O 0.16120 -0.71132 -1.71080
H 3.19195 -2.03151 -1.59601
H 2.56765 -2.45585 -0.22033
O 2.37101 -2.16212 -1.11480
H 0.52236 -1.80401 1.76495
H -0.61391 -1.95657 0.85168
O -0.02128 -1.24267 1.18681
*
```

* DFT total energy: -995.55092 hartree
* E_HOMO: -12.17 eV

---

Below is a cluster of 3 separate species, C32H24O5P2 in total at a distorted geometry, with properties calculated with wB97M-V/def2-TZVPD.

```
! RIJCOSX wB97M-V def2-TZVPD def2/J DEFGRID3
* xyz 0 1
O 2.31187 -0.36624 3.82756
C 1.39379 -0.05957 3.09598
C 0.33251 -1.05274 2.75103
C 0.39763 -2.32935 3.29453
C -0.59596 -3.25104 3.01406
C -1.66120 -2.90134 2.19086
C -1.72269 -1.63653 1.63340
C -0.72422 -0.70918 1.90567
C -0.79221 0.64276 1.28001
O -1.68210 0.91593 0.49738
C 0.25256 1.63723 1.63879
C 0.19290 2.91615 1.09731
C 1.13730 3.88066 1.43417
C 2.14815 3.54243 2.32851
C 2.22698 2.26800 2.86559
C 1.28461 1.30734 2.52179
H 1.22557 -2.59248 3.93781
H -0.54527 -4.24385 3.44103
H -2.44283 -3.61987 1.98251
H -2.54715 -1.36783 0.98773
H -0.60837 3.15095 0.40759
H 1.14253 4.98814 1.00653
H 2.88492 4.28702 2.60481
H 3.01842 2.01211 3.55669
O -1.63137 -5.13720 -4.63910
C -0.71199 -5.20187 -3.85041
C 0.16688 -6.40578 -3.79716
C -0.06428 -7.45199 -4.68092
C 0.76331 -8.56118 -4.66953
C 1.82693 -8.63034 -3.77589
C 2.05245 -7.59755 -2.88263
C 1.22142 -6.48473 -2.88556
C 1.46950 -5.38967 -1.90361
O 2.35260 -5.48345 -1.07780
C 0.60505 -4.17780 -1.97142
C 0.83926 -3.12946 -1.09100
C 0.06433 -1.98512 -1.16041
C -0.94779 -1.87989 -2.10764
C -1.19381 -2.92656 -2.97945
C -0.42299 -4.08062 -2.91301
H -0.88971 -7.38955 -5.37606
H 0.58411 -9.37359 -5.36119
H 2.47921 -9.49346 -3.77660
H 2.87402 -7.64707 -2.18188
H 1.62916 -3.21368 -0.35723
H 0.24900 -1.16929 -0.47876
H -1.54492 -0.97865 -2.15989
H -1.98139 -2.85307 -3.71625
C -3.82619 7.40818 3.08636
C -3.24762 7.60557 2.05889
C -2.40279 7.82762 0.91116
P -0.61470 7.88285 1.47128
C -0.06769 9.62682 1.20617
P 0.54223 6.64658 0.11450
O 1.85487 6.25718 0.74316
H -4.18073 7.25412 4.07094
H -2.65662 8.75123 0.40063
H -2.49422 7.01195 0.19666
H 0.73949 9.72543 0.48935
H 0.20960 10.00998 2.17913
H -0.90538 10.22704 0.86556
H -0.25030 5.56147 -0.29589
H 0.88332 7.42682 -1.00581
*
```

* DFT total energy: -2292.65247 hartree
* E_HOMO: -9.37 eV